2 unconnected molecules or ions with the total composition CH2O2S2, computed with ωB97M-V/def2-TZVPD.

Structure (ORCA input):
```
! RIJCOSX wB97M-V def2-TZVPD def2/J DEFGRID3
* xyz 0 1
C 0.998 0.135 -0.080
O -1.893 1.217 0.587
O 0.401 -2.284 0.211
S -2.793 0.954 -0.533
S 1.442 -1.423 -0.388
H 1.761 0.867 -0.250
H 0.085 0.534 0.454
*
```

Computed properties:
total energy	-986.02568	Ha
ΔE to the lowest compared entry with this formula, charge and spin	67.5	kcal per mole
HOMO energy (spin up / spin down)	-9.518 / -9.526	eV

***

A single CH2O2S3 molecule, computed with ωB97M-V/def2-TZVPD.

Structure (ORCA input):
```
! RIJCOSX wB97M-V def2-TZVPD def2/J DEFGRID3
* xyz 0 1
O -0.057 -1.856 0.501
S 0.612 -0.677 0.224
O -0.270 -0.135 -1.618
S 2.478 -0.561 0.415
C -0.392 0.770 0.829
S 0.225 2.213 0.591
H -1.127 -0.398 -1.963
H -1.469 0.644 1.021
*
```

Computed properties:
total energy	-1384.19005	Ha
ΔE to the lowest compared entry with this formula, charge and spin	80.2	kcal per mole
HOMO energy	-9.728	eV
SMILES	O=[S@](O)(=S)C=S

***

2 unconnected molecules or ions with the total composition CH2O3PS, computed with ωB97M-V/def2-TZVPD.

Structure (ORCA input):
```
! RIJCOSX wB97M-V def2-TZVPD def2/J DEFGRID3
* xyz -1 1
C 3.664 0.184 -0.255
O 3.806 -0.911 0.447
O 4.555 0.981 -0.489
O 1.139 -0.224 0.379
P 1.848 0.506 -0.683
S -4.091 -0.036 -0.539
H 2.989 -1.409 0.591
H -4.018 -0.465 0.708
*
```

Computed properties:
total energy	-1004.58546	Ha
ΔE to the lowest compared entry with this formula, charge and spin	64.6	kcal per mole
HOMO energy	-2.337	eV

***

A single CH2O3S molecule, computed with ωB97M-V/def2-TZVPD.

Structure (ORCA input):
```
! RIJCOSX wB97M-V def2-TZVPD def2/J DEFGRID3
* xyz 0 1
O 1.023 -1.572 1.167
S 0.633 -0.776 0.066
O 1.352 -0.637 -1.140
C -0.279 0.604 0.448
O -1.210 1.017 -0.571
H -0.818 0.329 1.407
H -0.700 1.036 -1.376
*
```

Computed properties:
total energy	-663.09397	Ha
ΔE to the lowest compared entry with this formula, charge and spin	49.5	kcal per mole
HOMO energy (spin up / spin down)	-9.514 / -9.513	eV
SMILES	O=S(=O)=CO

***

2 unconnected molecules or ions with the total composition CH2O3S, computed with ωB97M-V/def2-TZVPD.

Structure (ORCA input):
```
! RIJCOSX wB97M-V def2-TZVPD def2/J DEFGRID3
* xyz 0 1
O -0.056 0.814 -1.129
C -0.096 1.194 -0.019
O -0.131 0.462 1.059
H -0.154 2.385 0.271
H -0.187 -0.453 0.728
O 0.470 -2.177 0.259
S 0.155 -2.226 -1.170
*
```

Computed properties:
total energy	-663.14266	Ha
ΔE to the lowest compared entry with this formula, charge and spin	19.0	kcal per mole
HOMO energy (spin up / spin down)	-9.597 / -9.507	eV
SMILES	O=CO.O=S

***

2 unconnected molecules or ions with the total composition CH2O3S, computed with ωB97M-V/def2-TZVPD.

Structure (ORCA input):
```
! RIJCOSX wB97M-V def2-TZVPD def2/J DEFGRID3
* xyz 0 1
C -0.307 -0.899 0.192
O 2.250 -0.833 0.039
O 1.144 1.366 0.236
O -1.861 0.660 -0.241
S 1.085 -0.013 -0.108
H -0.660 -1.582 -0.561
H -1.650 1.301 0.442
*
```

Computed properties:
total energy	-662.96919	Ha
ΔE to the lowest compared entry with this formula, charge and spin	127.8	kcal per mole
HOMO energy (spin up / spin down)	-10.809 / -10.810	eV

***

2 unconnected molecules or ions with the total composition CH2O3S2, computed with ωB97M-V/def2-TZVPD.

Structure (ORCA input):
```
! RIJCOSX wB97M-V def2-TZVPD def2/J DEFGRID3
* xyz 0 1
C -0.420 0.212 0.760
O 2.510 -2.170 -1.119
O 0.454 -1.669 -2.270
O -0.097 0.849 1.816
S -1.417 0.904 -0.412
S 1.103 -2.027 -1.026
H -0.558 1.718 2.200
H -1.575 2.183 0.051
*
```

Computed properties:
total energy	-1061.29387	Ha
ΔE to the lowest compared entry with this formula, charge and spin	50.0	kcal per mole
HOMO energy	-9.202	eV

***

A single CH2O4 molecule, computed with ωB97M-V/def2-TZVPD.

Structure (ORCA input):
```
! RIJCOSX wB97M-V def2-TZVPD def2/J DEFGRID3
* xyz 0 1
O -0.454 -0.402 -1.301
C -0.037 0.117 -0.133
O 0.517 -0.748 0.745
O -0.722 1.151 0.481
O 0.551 1.340 -0.106
H -1.049 -1.052 -0.986
H 1.194 -0.407 1.299
*
```

Computed properties:
total energy	-340.14149	Ha
ΔE to the lowest compared entry with this formula, charge and spin	32.7	kcal per mole
HOMO energy	-10.425	eV
SMILES	OC1(O)OO1

***

A molecular structure, CH2O4Yb, computed with ωB97M-V/def2-TZVPD.

Structure (ORCA input):
```
! RIJCOSX wB97M-V def2-TZVPD def2/J DEFGRID3
* xyz 1 2
O -0.336 -0.564 -0.933
Yb -1.889 -0.053 0.705
O -1.703 0.723 2.629
H -1.067 0.520 3.314
C 0.845 -0.581 -1.293
O 1.416 -1.735 -1.365
O 1.545 0.421 -1.685
H 1.188 1.269 -1.372
*
```

Computed properties:
total energy	-1498.67451	Ha
expectation value of S²	0.755
ΔE to the lowest compared entry with this formula, charge and spin	17.3	kcal per mole
HOMO energy (spin up / spin down)	-12.873 / -12.865	eV

***

A molecular structure, CH2O6P, computed with ωB97M-V/def2-TZVPD.

Structure (ORCA input):
```
! RIJCOSX wB97M-V def2-TZVPD def2/J DEFGRID3
* xyz -1 1
C 1.307 -1.737 0.512
O -1.688 0.224 1.127
O -0.165 1.021 -0.775
O -1.304 -1.312 -0.866
O 0.589 -0.735 0.911
O 2.470 -1.746 0.847
O 0.753 -2.754 -0.079
P -0.711 -0.142 -0.125
H -1.156 0.936 1.304
H -0.112 -2.506 -0.540
*
```

Computed properties:
total energy	-832.34070	Ha
ΔE to the lowest compared entry with this formula, charge and spin	4.2	kcal per mole
HOMO energy	-6.261	eV

***

A single CH2P2S2 molecule, computed with ωB97M-V/def2-TZVPD.

Structure (ORCA input):
```
! RIJCOSX wB97M-V def2-TZVPD def2/J DEFGRID3
* xyz 0 1
S -2.367 -1.487 0.897
P -1.246 -1.014 -0.676
C -0.235 0.482 -0.251
P 1.341 -0.116 0.824
S 2.966 0.167 -0.105
H -0.501 1.019 0.582
H 0.041 0.950 -1.271
*
```

Computed properties:
total energy	-1518.34554	Ha
ΔE to the lowest compared entry with this formula, charge and spin	18.1	kcal per mole
HOMO energy	-8.771	eV
SMILES	S=PCP=S

***

2 unconnected molecules or ions with the total composition CH2S3, computed with ωB97M-V/def2-TZVPD.

Structure (ORCA input):
```
! RIJCOSX wB97M-V def2-TZVPD def2/J DEFGRID3
* xyz 0 1
C 1.217 -2.162 -1.450
S -0.474 1.522 -0.205
S -0.307 -2.235 -1.449
S 0.194 1.412 1.707
H -1.657 1.092 -0.150
H 1.026 0.372 1.547
*
```

Computed properties:
total energy	-1233.76958	Ha
ΔE to the lowest compared entry with this formula, charge and spin	52.0	kcal per mole
HOMO energy	-9.477	eV

***

Number 1: largest force on an atom 0.067 hartree/bohr, molecular weight 110.16 g/mol. Number 2: largest force on an atom 0.082 hartree/bohr, molecular weight 142.23 g/mol. Number 3: largest force on an atom 0.040 hartree/bohr, molecular weight 125.06 g/mol. Number 4: largest force on an atom 0.062 hartree/bohr, molecular weight 94.09 g/mol. Number 5: largest force on an atom 0.099 hartree/bohr, molecular weight 94.09 g/mol. Number 6: largest force on an atom 0.086 hartree/bohr, molecular weight 94.09 g/mol. Number 7: largest force on an atom 0.064 hartree/bohr, molecular weight 126.16 g/mol. Number 8: largest force on an atom 0.061 hartree/bohr, molecular weight 78.02 g/mol. Number 9: largest force on an atom 0.027 hartree/bohr, molecular weight 251.06 g/mol. Number 10: largest force on an atom 0.091 hartree/bohr, molecular weight 141.00 g/mol. Number 11: largest force on an atom 0.085 hartree/bohr, molecular weight 140.11 g/mol. Number 12: largest force on an atom 0.059 hartree/bohr, molecular weight 110.23 g/mol.